Molecular formula: C3H5F2NO
Method: DFT, ωB97M-V/def2-TZVPD

Last column: Mulliken charge in e.
CARTESIAN COORDINATES (ANGSTROEM)
C -1.080 0.401 1.026  0.228
C -0.585 -0.919 -0.970  -0.922
C 1.420 0.690 0.227  0.217
N -0.189 0.056 0.093  -0.019
O -2.174 0.010 1.142  -0.513
F 1.950 0.542 -1.064  -0.246
F 2.101 -0.130 1.055  -0.212
H -0.550 1.191 1.660  0.173
H -0.579 -0.532 -2.048  0.250
H -0.054 -1.799 -0.926  0.355
H -1.615 -1.184 -0.737  0.355
H 1.355 1.675 0.543  0.335

Calculated values
Orbital gap: 10.91 eV
SMILES: CN(C=O)C(F)F
Lowest unoccupied orbital energy: 0.795 eV

***

Molecular formula: C3H5FI2O
Method: DFT, ωB97M-V/def2-TZVPD

Last column: Mulliken charge in e.
CARTESIAN COORDINATES (ANGSTROEM)
C -0.404 -0.466 -0.175  -0.803
C 0.194 0.535 0.882  0.102
C 2.590 -0.107 0.792  -0.213
O 0.333 1.774 0.398  -0.452
F 3.063 -0.063 2.026  -0.202
I 3.189 -1.905 -0.153  0.056
I 3.400 1.659 -0.223  -0.012
H 0.269 -1.235 -0.315  0.179
H -0.368 0.114 -1.049  0.307
H -1.385 -0.967 0.070  0.260
H -0.005 0.478 1.894  0.444
H 0.358 1.832 -0.649  0.333

Calculated values
Orbital gap (alpha / beta): 7.74 / 7.75 eV
Lowest unoccupied orbital energy (alpha / beta): -0.317 / -0.312 eV

***

Molecular formula: C3H5FINO
Method: DFT, ωB97M-V/def2-TZVPD

Last column: Mulliken charge in e.
CARTESIAN COORDINATES (ANGSTROEM)
C 0.666 1.239 -0.512  0.399
C -0.059 -1.751 -0.072  -1.206
C -0.979 -0.560 -0.075  0.143
N 0.780 1.990 0.528  -0.347
O 1.320 1.123 -1.493  -0.470
F -1.281 -0.203 1.128  -0.249
I -2.594 -0.373 -1.267  0.117
H -0.597 -2.677 0.057  0.367
H 0.449 -1.750 -0.959  0.416
H 0.699 -1.611 0.623  0.355
H 0.110 1.878 1.361  0.261
H 1.485 2.694 0.681  0.215

Calculated values
Orbital gap (alpha / beta): 7.79 / 8.01 eV
Lowest unoccupied orbital energy (alpha / beta): 0.189 / 0.289 eV

***

Molecular formula: C3H5FN2
Method: DFT, ωB97M-V/def2-TZVPD

Last column: Mulliken charge in e.
CARTESIAN COORDINATES (ANGSTROEM)
C -0.829 -0.522 1.572  -0.354
C -1.801 -0.841 0.927  -0.426
C 1.214 0.236 -0.831  -0.415
N -0.082 0.435 -1.082  0.183
N -0.975 -0.319 -1.729  -0.462
F -0.591 -1.666 -1.760  -0.180
H -0.180 -0.182 2.318  0.399
H -2.779 -0.947 0.586  0.372
H 1.984 0.980 -0.675  0.285
H 1.456 -0.830 -0.992  0.240
H -0.677 1.235 -0.720  0.358

Calculated values
Orbital gap (alpha / beta): 8.61 / 8.60 eV
Lowest unoccupied orbital energy (alpha / beta): 0.499 / 0.503 eV

***

Molecular formula: C3H5FN2
Method: DFT, ωB97M-V/def2-TZVPD

Last column: Mulliken charge in e.
CARTESIAN COORDINATES (ANGSTROEM)
C -2.083 0.859 0.721  -0.479
C 0.958 -0.749 0.172  -0.661
C 2.088 -0.436 -0.526  0.085
N -1.864 0.222 -0.356  0.445
N -1.355 -0.315 -1.224  -0.532
F 2.842 0.657 -0.238  -0.248
H -2.763 0.649 1.444  0.282
H -1.346 1.613 0.887  0.304
H 0.468 -1.628 -0.217  0.352
H 0.443 0.093 0.660  0.140
H 2.612 -0.965 -1.324  0.312

Calculated values
Orbital gap: 9.42 eV
Lowest unoccupied orbital energy: 0.684 eV

***

Molecular formula: C3H5FN4
Method: DFT, ωB97M-V/def2-TZVPD

Last column: Mulliken charge in e.
CARTESIAN COORDINATES (ANGSTROEM)
C -1.653 0.222 0.014  0.385
C -0.946 1.349 0.019  -0.579
C 0.447 0.941 -0.108  0.420
H 1.212 -1.414 1.181  0.241
H 1.626 -2.042 -0.274  0.256
H -1.224 -1.573 -0.789  0.275
H -1.269 2.353 0.148  0.432
H 2.289 1.053 -0.084  0.291
N 1.463 -1.175 0.227  -0.613
N 0.421 -0.471 -0.372  0.280
N -0.893 -0.953 -0.066  -0.424
N 1.487 1.663 0.010  -0.701
F -2.959 0.046 0.094  -0.264

Calculated values
Orbital gap: 9.38 eV
SMILES: [H]/N=c1/cc(F)[nH]n1N
Lowest unoccupied orbital energy: 0.759 eV

***

Molecular formula: C3H5FS
Method: DFT, ωB97M-V/def2-TZVPD

Last column: Mulliken charge in e.
CARTESIAN COORDINATES (ANGSTROEM)
C 0.669 -0.955 -0.268  -0.553
C -0.258 0.139 -0.842  -0.294
C -0.171 1.457 -0.955  0.057
H -1.438 -0.675 1.962  0.108
H 0.980 -1.738 -0.874  0.459
H 1.582 -0.433 -0.258  0.259
H -1.167 -0.690 -1.470  0.141
H 0.739 2.255 -0.760  0.241
F -1.222 2.144 -1.259  -0.205
S 0.553 -1.367 1.570  -0.213

Calculated values
Orbital gap: 7.81 eV
Lowest unoccupied orbital energy: -1.340 eV

***

Molecular formula: C3H5FS
Method: DFT, ωB97M-V/def2-TZVPD

Last column: Mulliken charge in e.
CARTESIAN COORDINATES (ANGSTROEM)
C 0.563 -0.712 0.140  -0.669
C -0.509 0.280 0.274  -0.135
C -1.219 0.614 -0.798  -0.129
H 2.477 0.923 1.020  0.143
H 0.710 -1.546 0.936  0.331
H 0.308 -1.295 -0.657  0.309
H -0.864 0.431 1.400  0.248
H -1.404 0.420 -1.805  0.395
F -2.383 1.112 -0.433  -0.246
S 2.323 -0.225 -0.077  -0.246

Calculated values
Orbital gap: 9.67 eV
SMILES: F/C=C/CS
Lowest unoccupied orbital energy: 0.688 eV

***

Molecular formula: C3H5HgLiO3
Method: DFT, ωB97M-V/def2-TZVPD

Last column: Mulliken charge in e.
CARTESIAN COORDINATES (ANGSTROEM)
H -2.277 -1.724 -0.963  0.597
O 1.036 0.259 -1.109  -0.887
C 0.849 0.930 0.114  0.162
C 0.012 0.185 1.131  -1.020
O -1.399 0.139 0.764  -0.115
C -1.988 -0.864 0.235  -0.093
O -1.235 -1.716 -0.445  -0.428
Li 1.888 1.352 -2.309  0.915
Hg 0.523 -1.491 -1.372  1.271
H 0.380 1.915 -0.059  0.338
H 1.818 1.112 0.610  0.387
H 0.017 0.737 2.076  0.361
H 0.376 -0.833 1.328  0.511

Calculated values
Orbital gap (alpha / beta): 7.03 / 7.03 eV
Net charge: +2
Lowest unoccupied orbital energy (alpha / beta): -10.911 / -10.911 eV

***

Molecular formula: C3H5IN2O
Method: DFT, ωB97M-V/def2-TZVPD

Last column: Mulliken charge in e.
CARTESIAN COORDINATES (ANGSTROEM)
C -0.440 -0.505 -1.674  0.305
C 0.209 0.371 -0.577  -0.604
C -0.532 0.347 0.704  -0.601
N 0.427 -0.326 1.779  0.396
N 1.479 -0.740 1.527  -0.799
O -1.516 -0.965 -1.614  -0.403
I 0.706 -0.583 -3.545  -0.043
H 1.183 0.088 -0.204  0.491
H 0.454 1.399 -1.000  0.412
H -0.833 1.367 1.008  0.214
H -1.317 -0.338 0.812  0.355
H 0.180 -0.115 2.784  0.278

Calculated values
Orbital gap: 9.00 eV
Lowest unoccupied orbital energy: 0.470 eV